1.
Molecular formula: C35H49OSi4
Method: DFT, ωB97M-V with the def2-TZVPD basis set

Structure (ORCA input):
```
! RIJCOSX wB97M-V def2-TZVPD def2/J DEFGRID3
* xyz 1 1
C 2.114 0.427 -5.565
O 0.860 0.737 -4.891
C -0.051 -0.152 -4.564
C -1.343 -0.062 -5.215
C -2.089 -1.223 -5.572
C -3.412 -1.104 -6.020
C -4.004 0.163 -6.161
C -3.209 1.313 -5.979
C -1.889 1.209 -5.542
H 2.543 1.406 -5.792
H 2.775 -0.134 -4.882
H 1.967 -0.116 -6.522
H 0.262 -1.064 -4.051
H -1.608 -2.187 -5.417
H -4.010 -2.001 -6.223
H -5.071 0.257 -6.409
H -3.639 2.303 -6.152
H -1.258 2.078 -5.343
C -0.257 2.059 -1.552
Si -0.077 2.746 0.177
C 1.095 4.204 0.235
C -1.809 3.329 0.736
C -2.211 3.301 2.081
C -3.496 3.733 2.444
C -4.390 4.200 1.471
C -3.990 4.224 0.127
C -2.708 3.788 -0.235
C 0.511 1.454 1.424
Si 1.214 -0.181 0.840
H 1.108 -0.326 -0.699
C 2.997 -0.387 1.411
Si 3.353 -0.366 3.280
C 4.643 0.919 3.663
C 1.885 -0.018 4.391
C 4.088 -2.023 3.858
C 3.866 -2.509 5.156
C 4.413 -3.741 5.548
C 5.199 -4.478 4.646
C 5.458 -3.970 3.363
C 4.919 -2.735 2.979
C 0.207 -1.513 1.703
Si -0.878 -2.557 0.589
C 0.213 -3.375 -0.693
C -1.785 -3.847 1.591
C -2.161 -1.392 -0.200
C -2.313 -1.374 -1.596
C -3.257 -0.525 -2.181
C -4.020 0.343 -1.394
C -3.807 0.382 -0.015
C -2.912 -0.502 0.592
H 0.723 1.730 -1.928
H -0.945 1.203 -1.559
H -0.639 2.813 -2.258
H 2.119 3.850 0.046
H 0.844 4.959 -0.524
H 1.056 4.694 1.218
H -1.527 2.942 2.856
H -3.802 3.710 3.494
H -5.391 4.546 1.754
H -4.681 4.569 -0.645
H -2.425 3.785 -1.291
H 1.290 1.950 2.040
H -0.356 1.257 2.083
H 3.354 -1.342 0.982
H 3.580 0.414 0.917
H 4.289 1.922 3.387
H 4.851 0.896 4.741
H 5.569 0.691 3.121
H 1.427 0.953 4.160
H 1.110 -0.792 4.331
H 2.254 0.022 5.428
H 3.272 -1.929 5.870
H 4.232 -4.119 6.559
H 5.619 -5.444 4.947
H 6.084 -4.528 2.660
H 5.147 -2.324 1.990
H 0.920 -2.188 2.214
H -0.422 -1.030 2.476
H 0.864 -4.092 -0.169
H -0.362 -3.934 -1.446
H 0.843 -2.637 -1.206
H -1.055 -4.503 2.086
H -2.411 -3.367 2.355
H -2.438 -4.460 0.951
H -1.703 -2.024 -2.238
H -3.414 -0.547 -3.261
H -4.776 0.983 -1.857
H -4.332 1.120 0.595
H -2.805 -0.464 1.684
*
```

The total energy comes out at -70643.6285 eV. For the max |F|, the calculation gives 3.19 eV/Å. As for the HOMO-LUMO gap: 4.69 eV. The HOMO energy is -10.584 eV. The value obtained for the lowest unoccupied orbital energy is -5.9 eV.

Atomic partial charges in e from the Mulliken method, atoms 1 to 4: -0.67, -0.20, -0.55, 0.93


2.
Molecular formula: C45H54N3P2PdSSb
Method: DFT, ωB97M-V with the def2-TZVPD basis set

Structure (ORCA input):
```
! RIJCOSX wB97M-V def2-TZVPD def2/J DEFGRID3
* xyz 2 1
Pd 0.298 -0.502 -0.071
C -2.917 0.687 1.044
N -2.714 1.789 0.153
C -2.293 1.433 -1.174
P -0.450 1.392 -1.277
C -0.154 1.667 -3.040
C -1.080 1.247 -3.993
C -0.879 1.534 -5.338
C 0.243 2.247 -5.735
C 1.162 2.688 -4.789
C 0.966 2.399 -3.447
C 0.031 2.963 -0.538
C -0.539 4.122 -1.072
C -0.231 5.354 -0.523
C 0.666 5.444 0.538
C 1.259 4.299 1.048
C 0.942 3.057 0.507
C -3.300 3.073 0.423
C -3.228 3.613 1.701
C -3.800 4.849 1.983
C -4.440 5.573 0.991
C -4.512 5.038 -0.285
C -3.956 3.794 -0.569
P -1.360 -0.185 1.521
C -0.913 0.445 3.158
C -0.642 1.808 3.302
C -0.325 2.333 4.547
C -0.257 1.493 5.654
C -0.507 0.134 5.512
C -0.837 -0.394 4.266
C -1.836 -1.901 1.766
C -3.146 -2.273 2.073
C -3.448 -3.612 2.279
C -2.453 -4.579 2.185
C -1.144 -4.215 1.897
C -0.836 -2.877 1.687
H -3.568 -0.078 0.597
H -3.386 1.029 1.962
H -2.629 2.164 -1.903
H -2.692 0.461 -1.476
H -1.974 0.706 -3.700
H -1.605 1.207 -6.072
H 0.394 2.476 -6.784
H 2.027 3.263 -5.097
H 1.673 2.767 -2.712
H -1.228 4.067 -1.906
H -0.686 6.250 -0.928
H 0.913 6.413 0.954
H 1.973 4.370 1.860
H 1.419 2.172 0.896
H -2.714 3.078 2.491
H -3.730 5.248 2.989
H -4.888 6.534 1.211
H -5.022 5.579 -1.074
H -4.064 3.397 -1.572
H -0.681 2.463 2.444
H -0.138 3.396 4.654
H -0.027 1.902 6.632
H -0.464 -0.521 6.375
H -1.044 -1.453 4.171
H -3.930 -1.534 2.175
H -4.465 -3.901 2.516
H -2.701 -5.622 2.348
H -0.370 -4.970 1.847
H 0.192 -2.588 1.495
C 2.256 -4.266 0.449
C 2.524 -3.966 -1.014
C 2.075 -5.124 -1.901
Sb 1.647 -2.112 -1.700
C 3.278 -1.482 -2.926
C 3.656 -2.548 -3.961
C 3.019 -0.110 -3.523
C 0.100 -2.871 -3.000
C 0.010 -2.091 -4.305
C -1.233 -2.872 -2.245
H 2.791 -5.178 0.741
H 1.191 -4.457 0.614
H 2.567 -3.459 1.102
H 3.586 -3.765 -1.173
H 1.008 -5.332 -1.783
H 2.616 -6.026 -1.597
H 2.276 -4.966 -2.961
H 4.086 -1.407 -2.193
H 2.883 -2.684 -4.717
H 3.864 -3.523 -3.511
H 4.566 -2.239 -4.485
H 2.144 -0.101 -4.176
H 3.878 0.204 -4.126
H 2.869 0.640 -2.748
H 0.381 -3.899 -3.208
H -0.120 -1.030 -4.128
H -0.857 -2.439 -4.879
H 0.885 -2.214 -4.939
H -1.516 -1.866 -1.934
H -1.216 -3.500 -1.350
H -2.031 -3.248 -2.892
S 1.962 -0.016 1.860
C 2.710 -0.902 3.113
N 2.954 -0.208 4.259
C 3.589 -0.720 5.334
C 3.993 -2.012 5.303
C 3.702 -2.710 4.126
N 3.091 -2.189 3.072
H 2.633 0.752 4.273
H 3.732 -0.056 6.176
H 4.500 -2.468 6.139
H 3.992 -3.754 4.034
*
```

The total energy comes out at -91429.7978 eV. For the max |F|, the calculation gives 0.89 eV/Å. The energy relative to the best compared isomer or geometry (same formula, charge and spin) comes out at 0.00 kcal/mol. As for the HOMO-LUMO gap: 5.71 eV. The HOMO energy is -12.399 eV. The value obtained for the lowest unoccupied orbital energy is -6.7 eV.

Atomic partial charges in e from the Mulliken method, atoms 1 to 4: 0.34, -1.95, 0.62, -2.00


3.
Molecular formula: CH6NS
Method: DFT, ωB97M-V with the def2-TZVPD basis set

Structure (ORCA input):
```
! RIJCOSX wB97M-V def2-TZVPD def2/J DEFGRID3
* xyz -1 1
C -0.348 1.489 1.303
S -0.247 1.352 -0.522
H 0.505 2.034 1.712
H -1.250 2.017 1.614
H -0.362 0.500 1.767
N 0.467 -2.009 -1.244
H 0.588 -1.016 -1.050
H 1.117 -2.282 -1.966
H -0.469 -2.085 -1.614
*
```

The total energy comes out at -13460.4446 eV. For the max |F|, the calculation gives 0.39 eV/Å. The energy relative to the best compared isomer or geometry (same formula, charge and spin) comes out at 1.45 kcal/mol. As for the HOMO-LUMO gap: 6.63 eV. The HOMO energy is -2.210 eV. The value obtained for the lowest unoccupied orbital energy is 4.4 eV.

Atomic partial charges in e from the natural (NBO) method, atoms 1 to 4: -0.73, -0.75, 0.17, 0.17